{
  "formula": "H12O6",
  "method": "wB97M-V/def2-TZVPD",
  "symbols": ["O", "H", "H", "O", "H", "H", "O", "H", "H", "O", "H", "H", "O", "H", "H", "O", "H", "H"],
  "coordinates": [[-0.06, -3.09, -1.10], [0.04, -2.32, -1.67], [0.76, -3.12, -0.58], [-0.74, 0.47, 0.33], [-0.62, 1.26, -0.21], [-0.27, -0.23, -0.15], [0.75, 3.00, -1.03], [0.43, 3.19, -1.92], [0.13, 3.45, -0.44], [-2.32, -0.85, 2.41], [-2.03, -0.31, 1.66], [-2.74, -0.23, 3.02], [1.41, -0.52, 2.14], [0.86, 0.12, 1.66], [1.63, -0.08, 2.97], [0.78, -0.44, -2.05], [0.76, 0.51, -2.24], [1.24, -0.83, -2.81]],
  "nbo_charge": [-0.946, 0.472, 0.471, -0.977, 0.480, 0.504, -0.945, 0.472, 0.478, -0.952, 0.489, 0.457, -0.953, 0.482, 0.464, -0.967, 0.486, 0.486],
  "orbital_gap_ev": 10.367,
  "e_homo_ev": -10.541,
  "total_charge": 0,
  "e_lumo_ev": -0.173
}

{
  "formula": "H12O6",
  "method": "wB97M-V/def2-TZVPD",
  "symbols": ["O", "H", "H", "O", "H", "H", "O", "H", "H", "O", "H", "H", "O", "H", "H", "O", "H", "H"],
  "coordinates": [[2.07, -0.31, -2.54], [2.99, -0.56, -2.62], [1.62, -0.82, -3.21], [-0.79, 2.04, -2.16], [-0.82, 1.76, -1.25], [-1.66, 1.84, -2.51], [0.50, -2.82, -1.65], [-0.03, -2.97, -0.86], [-0.12, -2.46, -2.28], [0.37, 0.02, 3.29], [1.05, 0.68, 3.46], [0.77, -0.81, 3.57], [-0.02, 0.61, 0.19], [0.26, 0.19, 1.01], [0.14, -0.05, -0.48], [-2.35, 1.25, 2.99], [-2.41, 1.71, 2.15], [-1.57, 0.70, 2.91]],
  "nbo_charge": [-0.757, 0.494, 0.481, -0.635, 0.497, 0.484, -0.893, 0.478, 0.467, -0.979, 0.494, 0.497, -0.915, 0.507, 0.487, -0.678, 0.476, 0.496],
  "orbital_gap_ev": [12.395, 2.493],
  "s_squared": 0.7559,
  "e_homo_ev": [-15.669, -13.983],
  "total_charge": 1,
  "e_lumo_ev": [-3.274, -11.491],
  "multiplicity": 2
}

{
  "formula": "H13LiO7",
  "method": "wB97M-V/def2-TZVPD",
  "symbols": ["Li", "O", "H", "O", "H", "H", "O", "H", "H", "O", "H", "H", "O", "H", "H", "O", "H", "H", "O", "H", "H"],
  "coordinates": [[-0.11, -0.07, 0.35], [0.41, -1.21, -1.17], [-0.49, -1.43, -1.37], [-1.53, -0.26, 1.86], [-2.19, 0.47, 2.10], [-1.71, -1.05, 2.45], [0.72, -3.60, 0.16], [0.75, -2.58, -0.19], [0.92, -4.10, -0.47], [2.75, 0.36, -1.22], [2.37, -0.42, -1.09], [2.32, 1.15, -1.77], [1.54, 0.26, 1.42], [1.51, 1.07, 1.90], [2.05, 0.40, 0.64], [-2.78, 0.70, -0.49], [-3.11, 1.46, -0.29], [-2.92, 0.64, -1.47], [0.06, 2.43, -0.27], [-0.80, 2.38, -0.71], [0.23, 3.39, -0.36]],
  "nbo_charge": [0.908, -1.321, 0.432, -0.980, 0.489, 0.507, -1.003, 0.507, 0.429, -0.993, 0.505, 0.505, -0.974, 0.475, 0.502, -0.921, 0.446, 0.482, -0.948, 0.473, 0.479],
  "orbital_gap_ev": 7.708,
  "e_homo_ev": -8.292,
  "total_charge": 0,
  "e_lumo_ev": -0.584
}

{
  "formula": "H13LiO7",
  "method": "wB97M-V/def2-TZVPD",
  "symbols": ["Li", "O", "H", "O", "H", "H", "O", "H", "H", "O", "H", "H", "O", "H", "H", "O", "H", "H", "O", "H", "H"],
  "coordinates": [[1.76, -0.61, 2.01], [0.33, -0.06, 0.86], [0.83, 0.59, 0.29], [-0.85, 2.49, 0.68], [-0.52, 1.59, 0.69], [-1.74, 2.61, 0.97], [1.10, 1.90, -2.50], [0.22, 1.60, -2.59], [1.51, 1.16, -2.23], [-1.48, -0.74, -1.07], [-1.88, -0.02, -1.55], [-0.95, -0.58, -0.28], [0.19, -2.81, 0.74], [1.15, -3.06, 0.76], [0.20, -1.77, 0.63], [1.65, -0.71, -1.99], [0.83, -0.93, -1.35], [1.47, -0.68, -3.00], [-1.25, 0.24, 3.22], [-0.72, 0.28, 2.45], [-1.85, -0.48, 3.24]],
  "nbo_charge": [0.978, -1.355, 0.471, -0.978, 0.484, 0.477, -0.934, 0.455, 0.467, -1.003, 0.482, 0.502, -0.969, 0.446, 0.486, -1.027, 0.524, 0.502, -0.976, 0.491, 0.475],
  "orbital_gap_ev": 9.352,
  "e_homo_ev": -10.801,
  "total_charge": 0,
  "e_lumo_ev": -1.450
}

{
  "formula": "H13LiO7",
  "method": "wB97M-V/def2-TZVPD",
  "symbols": ["Li", "O", "H", "O", "H", "H", "O", "H", "H", "O", "H", "H", "O", "H", "H", "O", "H", "H", "O", "H", "H"],
  "coordinates": [[0.64, 0.54, 1.95], [0.26, -0.10, 0.09], [0.17, 0.67, -0.18], [0.36, 2.56, 2.20], [-0.45, 2.78, 1.60], [0.55, 3.10, 2.86], [2.76, 0.53, -0.81], [2.95, 0.24, -1.67], [1.80, 0.53, -0.54], [-0.19, -0.67, -2.54], [-0.12, -0.63, -1.62], [-0.14, 0.14, -2.99], [-2.36, 1.02, -0.66], [-2.90, 0.42, -0.22], [-1.54, 0.60, -0.49], [-1.72, -1.67, 0.72], [-0.96, -1.03, 0.88], [-2.50, -1.24, 0.70], [1.19, -2.81, -0.15], [1.24, -3.16, 0.81], [0.97, -1.83, 0.06]],
  "nbo_charge": [0.958, -1.274, 0.411, -1.008, 0.530, 0.492, -0.996, 0.481, 0.484, -0.964, 0.487, 0.460, -0.930, 0.451, 0.466, -0.954, 0.479, 0.439, -0.945, 0.446, 0.487],
  "orbital_gap_ev": 9.059,
  "e_homo_ev": -10.193,
  "total_charge": 0,
  "e_lumo_ev": -1.134
}

{
  "formula": "H13O6",
  "method": "wB97M-V/def2-TZVPD",
  "symbols": ["O", "H", "H", "O", "H", "H", "O", "H", "H", "O", "H", "H", "O", "H", "H", "O", "H", "H", "H"],
  "coordinates": [[2.47, 0.16, -6.06], [2.27, 0.76, -6.72], [3.18, -0.27, -6.41], [1.41, 1.08, -2.59], [1.12, 1.29, -3.57], [2.32, 1.10, -2.72], [0.32, 0.54, -0.18], [0.48, 0.69, -1.19], [1.28, 0.58, 0.19], [-2.23, 1.46, 4.00], [-1.91, 2.29, 3.81], [-1.84, 1.12, 4.82], [-1.45, -2.99, 3.03], [-2.21, -3.30, 2.59], [-1.55, -3.19, 3.99], [-1.15, -0.35, 1.83], [-1.52, 0.22, 2.48], [-0.95, -1.19, 2.13], [-0.03, -0.01, 0.57]],
  "nbo_charge": [-0.934, 0.467, 0.468, -0.977, 0.531, 0.499, -0.861, 0.612, 0.537, -0.954, 0.478, 0.488, -0.972, 0.484, 0.495, -0.983, 0.524, 0.509, 0.587],
  "orbital_gap_ev": 11.118,
  "e_homo_ev": -14.486,
  "total_charge": 1,
  "e_lumo_ev": -3.369
}

{
  "formula": "H13O6",
  "method": "wB97M-V/def2-TZVPD",
  "symbols": ["O", "H", "H", "H", "O", "H", "H", "O", "H", "H", "O", "H", "H", "O", "H", "H", "O", "H", "H"],
  "coordinates": [[-0.36, -9.66, -21.42], [-1.18, -10.06, -20.96], [-0.43, -8.70, -21.41], [0.47, -9.86, -20.85], [2.22, -9.75, -20.44], [2.36, -8.85, -20.13], [2.45, -10.37, -19.79], [-2.44, -7.70, -20.11], [-2.38, -7.10, -19.36], [-2.87, -7.17, -20.75], [0.42, -6.89, -21.81], [1.22, -6.66, -22.24], [-0.16, -6.12, -21.94], [-0.19, -8.83, -18.72], [-0.98, -8.63, -18.24], [0.37, -8.07, -18.63], [-2.02, -11.22, -19.94], [-2.87, -10.65, -19.79], [-2.30, -12.02, -19.47]],
  "nbo_charge": [-0.804, 0.574, 0.562, 0.572, -0.944, 0.494, 0.500, -0.959, 0.481, 0.480, -0.974, 0.492, 0.493, -0.951, 0.480, 0.474, -0.978, 0.495, 0.513],
  "orbital_gap_ev": 12.176,
  "e_homo_ev": -15.371,
  "total_charge": 1,
  "e_lumo_ev": -3.195
}

{
  "formula": "H13O6",
  "method": "wB97M-V/def2-TZVPD",
  "symbols": ["O", "H", "H", "H", "O", "H", "H", "O", "H", "H", "O", "H", "H", "O", "H", "H", "O", "H", "H"],
  "coordinates": [[0.41, 0.05, -0.46], [-0.08, 0.16, 0.40], [0.08, 0.65, -1.20], [1.42, 0.16, -0.36], [3.02, 0.12, 0.17], [3.07, 0.97, 0.65], [3.68, -0.46, 0.58], [-0.53, 1.56, 1.66], [-1.42, 1.94, 1.71], [-0.08, 1.87, 2.46], [-1.90, -2.20, -1.24], [-2.01, -3.15, -1.33], [-1.60, -2.07, -0.32], [-0.25, 1.68, -2.41], [-1.13, 2.03, -2.61], [0.25, 1.78, -3.23], [-0.88, -1.61, 1.48], [-1.61, -1.25, 2.00], [-0.43, -2.23, 2.06]],
  "nbo_charge": [-0.828, 0.578, 0.557, 0.558, -0.963, 0.494, 0.516, -0.976, 0.497, 0.498, -0.966, 0.476, 0.480, -0.961, 0.511, 0.511, -0.973, 0.491, 0.498],
  "orbital_gap_ev": 10.642,
  "e_homo_ev": -13.782,
  "total_charge": 1,
  "e_lumo_ev": -3.140
}

{
  "formula": "H13O6",
  "method": "wB97M-V/def2-TZVPD",
  "symbols": ["O", "H", "H", "H", "O", "H", "H", "O", "H", "H", "O", "H", "H", "O", "H", "H", "O", "H", "H"],
  "coordinates": [[0.27, 0.51, -0.40], [-0.46, 0.95, -0.92], [0.63, -0.42, -0.50], [0.00, 0.53, 0.46], [-0.08, -0.44, 2.18], [0.55, -1.27, 2.16], [-0.65, -0.47, 2.81], [-2.71, 0.57, 0.58], [-3.18, 1.21, 1.08], [-2.92, -0.36, 0.76], [3.45, -0.39, -0.46], [3.34, -1.17, -0.95], [3.79, 0.12, -1.17], [0.80, -1.99, -0.21], [0.79, -2.57, 0.53], [1.47, -2.32, -0.62], [-1.47, 2.15, -1.66], [-2.22, 2.62, -1.14], [-1.43, 2.74, -2.51]],
  "nbo_charge": [-0.799, 0.579, 0.558, 0.545, -0.946, 0.487, 0.471, -0.986, 0.490, 0.498, -0.917, 0.445, 0.474, -0.898, 0.492, 0.468, -0.986, 0.510, 0.514],
  "orbital_gap_ev": 12.006,
  "e_homo_ev": -15.222,
  "total_charge": 1,
  "e_lumo_ev": -3.216
}

{
  "formula": "H14HfNO10",
  "method": "wB97M-V/def2-TZVPD",
  "symbols": ["Hf", "N", "O", "O", "O", "O", "H", "H", "O", "H", "H", "O", "H", "H", "O", "H", "H", "O", "H", "H", "O", "H", "H", "O", "H", "H"],
  "coordinates": [[-0.02, 0.18, 0.06], [1.50, -2.87, -0.19], [2.14, -2.89, -1.24], [1.05, -1.69, 0.03], [0.67, -3.79, -0.04], [0.03, -0.31, 2.17], [0.84, -0.22, 2.70], [-0.53, -0.58, 2.86], [-0.20, 2.05, 1.20], [-0.05, 2.95, 0.90], [-0.42, 2.19, 2.15], [-2.19, 0.43, 0.81], [-2.81, -0.24, 1.11], [-2.79, 1.18, 1.07], [2.02, 0.81, 0.51], [2.24, 1.56, 1.08], [2.88, 0.51, 0.28], [-1.21, -1.20, -1.09], [-1.24, -2.17, -0.92], [-1.85, -1.08, -1.80], [-1.03, 1.38, -1.35], [-0.73, 1.76, -2.21], [-1.93, 1.79, -1.11], [1.07, 0.06, -1.91], [1.41, 0.78, -2.48], [1.16, -0.59, -2.59]],
  "nbo_charge": [2.487, 0.697, -0.329, -0.678, -0.334, -0.936, 0.556, 0.553, -0.964, 0.554, 0.565, -0.972, 0.554, 0.554, -0.933, 0.544, 0.570, -0.950, 0.578, 0.553, -0.967, 0.575, 0.571, -0.945, 0.534, 0.565],
  "orbital_gap_ev": 7.069,
  "e_homo_ev": -19.240,
  "total_charge": 3,
  "e_lumo_ev": -12.171
}

{
  "formula": "H14IO7",
  "method": "wB97M-V/def2-TZVPD",
  "symbols": ["I", "O", "H", "H", "O", "H", "H", "O", "H", "H", "O", "H", "H", "O", "H", "H", "O", "H", "H", "O", "H", "H"],
  "coordinates": [[-1.06, -0.13, -0.36], [-0.25, -3.12, 1.31], [0.60, -3.14, 0.82], [-0.59, -2.28, 0.91], [1.77, 2.30, -0.47], [0.93, 1.88, -0.65], [2.35, 1.73, -1.01], [1.78, -0.95, -2.22], [1.38, -0.18, -2.73], [1.16, -1.18, -1.56], [-1.37, -0.43, -3.70], [-1.32, -0.39, -2.75], [-1.96, -1.22, -3.83], [-2.11, 2.79, 1.61], [-2.06, 2.11, 0.94], [-3.04, 3.09, 1.63], [-1.04, 0.08, 3.15], [-0.16, 0.22, 3.51], [-1.02, 0.35, 2.22], [2.22, -0.23, 1.12], [2.31, -1.06, 1.54], [1.49, -0.24, 0.52]],
  "nbo_charge": [-0.883, -0.961, 0.449, 0.487, -0.946, 0.475, 0.464, -0.964, 0.478, 0.476, -0.972, 0.481, 0.457, -0.952, 0.485, 0.458, -0.966, 0.465, 0.487, -0.959, 0.459, 0.482],
  "orbital_gap_ev": 8.857,
  "e_homo_ev": -5.843,
  "total_charge": -1,
  "e_lumo_ev": 3.014
}

Number 1: molecular weight 108.09 g/mol. Number 2: molecular weight 108.09 g/mol. Number 3: molecular weight 132.04 g/mol. Number 4: molecular weight 132.04 g/mol. Number 5: molecular weight 132.04 g/mol. Number 6: molecular weight 109.10 g/mol. Number 7: molecular weight 109.10 g/mol. Number 8: molecular weight 109.10 g/mol. Number 9: molecular weight 109.10 g/mol. Number 10: molecular weight 366.60 g/mol. Number 11: molecular weight 253.01 g/mol.